Here is a molecular structure, C29H49BrN2NiOP2 at a distorted geometry from the OMol25 dataset. Energies are from the ωB97M-V functional and the def2-TZVPD basis.

Geometry as XYZ:
```
85
Properties=species:S:1:pos:R:3:forces:R:3
N 7.633252 -3.449169 -5.090393 0.02 -0.29 -0.10
C 6.431002 -3.841373 -5.532529 0.13 0.69 0.84
C 5.245207 -3.408660 -4.931321 -0.27 0.14 0.04
C 5.287979 -2.508414 -3.846333 1.28 -0.16 -0.38
C 6.575779 -2.117938 -3.399988 -0.36 -0.15 -0.27
C 7.709552 -2.630984 -4.041654 -0.99 0.26 0.14
C 4.063568 -1.998225 -3.229829 -0.22 0.56 0.22
Ni -0.310551 1.409187 0.249676 -0.50 0.17 -1.95
P -3.024218 4.749778 0.476512 0.98 -1.64 -0.71
C 4.011307 -0.890047 -2.442053 1.02 -0.95 -0.84
C 2.787929 -0.391563 -1.866219 -0.48 0.30 -0.50
C 2.717031 0.972501 -1.481797 0.26 -1.06 0.14
C 1.490700 1.582334 -1.359288 -1.59 0.04 -0.68
C 0.333857 0.791036 -1.683953 0.97 -0.05 1.51
C 0.402905 -0.632727 -1.592029 -0.61 0.84 -0.61
C 1.629540 -1.220052 -1.828241 0.38 0.48 0.27
Br -1.297769 1.703016 -2.195122 0.41 -0.59 0.48
H 3.149493 -2.544239 -3.519406 0.45 0.30 0.35
H 4.926382 -0.275637 -2.372581 -0.62 -0.37 0.25
H 4.283771 -3.743580 -5.341407 0.38 0.12 0.25
H 6.696815 -1.407715 -2.574636 -0.01 -0.44 -0.27
H 6.423392 -4.512343 -6.385034 -0.03 0.06 0.07
H 8.690931 -2.338822 -3.674516 -0.04 -0.16 -0.25
H 3.621872 1.561023 -1.372817 -0.02 -0.15 0.01
H 1.689785 -2.298013 -2.063452 0.00 0.74 0.65
H 1.391651 2.655142 -1.104539 0.17 -0.55 -0.67
H -0.492733 -1.206657 -1.335556 0.10 0.00 -0.74
P 0.123296 0.365233 1.999539 0.34 -0.48 0.31
C -3.207335 4.300534 -1.281865 -0.68 0.45 -0.15
C -3.257210 5.499398 -2.231436 -0.03 0.25 -0.18
H -4.140628 3.722700 -1.381583 0.30 0.08 0.16
H -2.354791 3.631678 -1.495480 -0.35 0.47 0.36
H -3.417528 5.162632 -3.262112 0.04 0.02 0.26
H -4.098095 6.149194 -1.957858 0.25 -0.07 -0.18
H -2.332325 6.089849 -2.225530 -0.20 -0.12 0.09
C -1.255099 5.017086 0.818905 -0.11 0.70 -0.14
C -1.105524 6.167086 1.828735 0.22 0.17 0.26
H -0.776344 5.267556 -0.140376 -0.13 -0.05 0.25
H -0.831616 4.069221 1.188471 -0.19 0.16 -0.07
H -0.057708 6.465356 1.933272 -0.18 -0.11 -0.04
H -1.671261 7.049446 1.499048 0.21 -0.22 0.11
H -1.467309 5.878838 2.824237 0.03 0.07 -0.24
C -3.587701 3.313068 1.436813 -0.29 0.65 0.52
C -5.082676 3.462898 1.739726 -0.47 -0.10 0.08
H -3.019860 3.286948 2.375624 0.01 0.01 -0.21
H -3.341323 2.429817 0.837290 -0.02 0.00 0.01
H -5.394202 2.782225 2.534472 0.10 0.03 -0.11
H -5.304759 4.482680 2.079039 -0.01 -0.27 -0.01
H -5.713838 3.250455 0.870745 0.17 0.08 0.07
C -1.265008 -0.486280 2.820166 0.04 0.26 0.01
C -0.865021 -1.016822 4.187869 -0.16 -0.24 0.42
H -1.612815 -1.310253 2.172573 0.23 0.44 -0.03
H -2.082979 0.249134 2.865193 0.13 -0.17 0.11
H -0.424015 -2.014575 4.086707 -0.03 0.26 0.12
H -0.142323 -0.367360 4.699041 -0.21 -0.20 -0.01
H -1.749114 -1.105895 4.826766 0.22 -0.04 0.00
C 0.734787 1.816820 2.961902 -0.29 -0.38 0.66
C 2.196980 2.186536 2.651753 0.04 0.12 0.04
H 0.564691 1.521347 4.006898 0.33 0.57 0.03
H 0.102197 2.701192 2.749420 0.04 -0.54 0.16
H 2.921173 1.529335 3.160803 -0.35 0.25 -0.29
H 2.386089 2.156743 1.562872 0.01 -0.02 0.43
H 2.375983 3.218734 2.992020 0.06 -0.41 -0.09
C 1.522712 -0.804198 1.956177 0.61 0.23 0.18
C 1.178053 -2.267230 1.697154 -0.26 -0.59 -0.08
H 2.054121 -0.696001 2.914632 -0.06 -0.05 -0.26
H 2.209169 -0.448284 1.172402 -0.20 0.08 0.26
H 1.975110 -2.756323 1.115379 -0.26 0.23 0.20
H 1.096077 -2.823648 2.642632 -0.06 0.18 -0.33
H 0.234711 -2.393342 1.142622 0.34 -0.02 0.13
C -3.671553 -5.827238 0.474590 -0.43 -0.09 0.20
N -2.618662 -4.864047 0.168489 -0.26 0.58 0.17
C -1.329359 -5.356672 -0.280140 0.23 -0.08 -0.06
C -2.736204 -3.527085 0.371494 0.70 -0.67 -0.39
C -4.062008 -3.014631 0.855438 -0.19 0.24 0.07
O -1.761624 -2.784349 0.153894 -0.59 0.07 0.18
H -3.297553 -6.825724 0.206952 -0.32 0.40 0.14
H -4.596231 -5.626530 -0.101072 0.49 -0.13 0.25
H -3.927539 -5.827992 1.553423 0.14 -0.03 -0.53
H -1.046971 -4.864399 -1.223152 0.02 -0.22 0.33
H -0.558843 -5.155583 0.480751 -0.14 -0.09 -0.33
H -1.426170 -6.436205 -0.430311 0.23 0.31 -0.05
H -4.255383 -3.369066 1.881061 -0.06 0.06 -0.38
H -4.016064 -1.920405 0.858447 -0.07 -0.27 0.02
H -4.881005 -3.341461 0.193983 0.27 0.08 0.36
```
Positions in Å, forces in eV/Å.

**Spin multiplicity**: 3
**Total charge**: +2
**Expectation value of S²**: 2.01
**Largest force on an atom**: 2.04 eV/Å
**HOMO (spin up / spin down)**: -12.4451 / -12.5095 eV